1.
{"formula": "C40H66N4O16S5Zn", "method": "ωB97M-V/def2-TZVPD", "lumo_ev": -0.517, "charge": 0, "total_energy_ha": -6756.80965, "e_above_lowest_kcal_mol": 0.0, "species": ["Zn", "C", "C", "C", "O", "C", "C", "C", "O", "O", "O", "H", "H", "C", "C", "O", "C", "H", "H", "H", "H", "H", "H", "C", "C", "O", "C", "H", "H", "H", "H", "H", "H", "C", "C", "N", "H", "H", "H", "C", "C", "N", "H", "H", "H", "C", "C", "N", "H", "H", "H", "C", "C", "N", "H", "H", "H", "C", "C", "C", "S", "O", "O", "C", "H", "H", "H", "H", "H", "H", "H", "H", "C", "C", "C", "S", "O", "O", "C", "H", "H", "H", "H", "H", "H", "H", "H", "C", "C", "C", "S", "O", "O", "C", "H", "H", "H", "H", "H", "H", "H", "H", "C", "C", "C", "S", "O", "O", "C", "H", "H", "H", "H", "H", "H", "H", "H", "C", "C", "C", "S", "O", "O", "C", "H", "H", "H", "H", "H", "H", "H", "H"], "positions_angstrom": [[0.6022, -1.8905, -2.4156], [-2.0351, -0.1348, 0.2085], [-1.8063, 0.6712, 1.3277], [-0.3575, 0.9985, 1.7204], [-0.0151, 1.7533, 2.6544], [0.6682, 0.5467, 0.8910], [0.4827, -0.2756, -0.2110], [-0.9816, -0.6527, -0.5684], [-1.1241, -1.4767, -1.5143], [1.3717, -0.7125, -0.9912], [-2.7835, 1.1744, 1.9110], [-3.0243, -0.3908, -0.1449], [1.6631, 0.8626, 1.1721], [3.6165, 0.3107, 3.0479], [5.0020, 0.2293, 2.4376], [5.2345, -0.2824, 1.3674], [6.0972, 0.8668, 3.2659], [3.2650, 1.3204, 2.8150], [3.5273, -0.0026, 4.0824], [2.9938, -0.3126, 2.4022], [6.8986, 1.2182, 2.6130], [6.5641, 0.1877, 3.9785], [5.6985, 1.7380, 3.7866], [-1.6705, -1.5153, 4.9276], [-0.6511, -0.8562, 5.8313], [-0.9030, -0.6170, 6.9896], [0.6902, -0.5457, 5.2402], [-1.7291, -0.8796, 4.0379], [-2.6656, -1.5895, 5.3605], [-1.4028, -2.5436, 4.6762], [1.4267, -0.3441, 6.0171], [0.5313, 0.3576, 4.6441], [1.0470, -1.4242, 4.6998], [1.5209, 2.9462, 5.5089], [2.6448, 2.3663, 6.2211], [3.5378, 1.8425, 6.7185], [1.7476, 2.9728, 4.4446], [1.2666, 3.9403, 5.8752], [0.6188, 2.3564, 5.6683], [1.3123, 4.7232, 1.5367], [0.8984, 4.8697, 0.1550], [0.6831, 5.0228, -0.9630], [0.4155, 4.2887, 1.9957], [1.6668, 5.6054, 2.0577], [2.0414, 3.9271, 1.6965], [-2.5918, 4.6167, 1.8087], [-2.0180, 5.8972, 1.3702], [-1.5243, 6.8792, 1.0391], [-1.9489, 4.1995, 2.5837], [-2.6096, 3.9264, 0.9669], [-3.5960, 4.6758, 2.2198], [3.8514, 2.4024, -0.5412], [4.4459, 3.7270, -0.3763], [4.9195, 4.7589, -0.2037], [2.7776, 2.4791, -0.7077], [4.0662, 1.9030, 0.4022], [4.3184, 1.9026, -1.3868], [0.0418, 2.6958, -3.4357], [-1.4021, 2.4266, -2.9609], [-1.9175, 1.0932, -3.5488], [-0.6006, 0.4254, -4.5748], [-1.0959, 0.0376, -5.8771], [0.1961, -0.5452, -3.8374], [0.3282, 1.9735, -4.7280], [0.6745, 2.2495, -2.6600], [0.2342, 3.7612, -3.5223], [-2.0120, 3.2687, -3.2947], [-1.5106, 2.4321, -1.8769], [-2.6861, 1.3555, -4.2787], [-2.3877, 0.3811, -2.8718], [-0.1913, 2.4668, -5.5548], [1.3557, 1.8137, -5.0399], [-4.0590, -4.2674, -0.2806], [-3.0568, -5.1306, -1.0710], [-3.6838, -5.3243, -2.4297], [-4.3604, -3.6650, -2.8821], [-5.6842, -3.8202, -3.4185], [-3.3277, -2.9889, -3.6696], [-4.3834, -3.0691, -1.1592], [-3.5804, -3.8664, 0.6168], [-4.9115, -4.8637, 0.0431], [-2.9703, -6.0473, -0.4877], [-2.1062, -4.6061, -1.1184], [-4.5937, -5.9232, -2.3422], [-3.0305, -5.7818, -3.1674], [-5.2390, -2.4184, -1.0060], [-3.5150, -2.4041, -1.1947], [5.9173, -1.0011, -2.9737], [5.4799, -1.7420, -1.6988], [4.8039, -3.0016, -2.2102], [3.7868, -2.4814, -3.5955], [2.4309, -2.2473, -3.0803], [4.0003, -3.3485, -4.7155], [4.6497, -0.9098, -3.8442], [6.7712, -1.4721, -3.4661], [6.2989, 0.0019, -2.7752], [4.7047, -1.0922, -1.2756], [6.2536, -1.8592, -0.9472], [4.2556, -3.5828, -1.4734], [5.5947, -3.6348, -2.6206], [3.9617, -0.1407, -3.4883], [4.7877, -0.7501, -4.9111], [2.0200, -3.0847, 1.7864], [0.5377, -3.0293, 2.3018], [-0.3743, -3.6158, 1.2360], [0.6155, -4.4393, -0.0425], [0.6599, -3.5059, -1.1614], [0.1212, -5.7843, -0.2123], [2.1597, -4.3920, 0.9921], [2.6565, -3.0785, 2.6661], [2.1457, -2.2255, 1.1281], [0.1830, -2.0226, 2.5142], [0.4360, -3.6283, 3.2058], [-1.1999, -3.0613, 0.7908], [-0.8703, -4.5111, 1.6261], [3.0003, -4.5206, 0.3160], [2.0674, -5.2492, 1.6580], [-4.8578, 3.3493, -1.9573], [-6.3272, 3.1761, -2.3247], [-6.4435, 1.7244, -2.7912], [-5.5394, 0.8164, -1.4928], [-4.7686, -0.2058, -2.1888], [-6.5031, 0.4960, -0.4577], [-4.4879, 2.2270, -0.9645], [-4.6250, 4.3149, -1.5073], [-4.1869, 3.2202, -2.8123], [-6.6295, 3.8370, -3.1396], [-6.9230, 3.4918, -1.4682], [-6.0194, 1.4634, -3.7560], [-7.4661, 1.3561, -2.7215], [-3.4406, 1.9476, -0.8954], [-4.8378, 2.5188, 0.0260]]}

---

2.
{"formula": "C40H66O24", "method": "ωB97M-V/def2-TZVPD", "lumo_ev": -0.060, "charge": 0, "total_energy_ha": -3369.53823, "species": ["C", "C", "C", "O", "C", "H", "H", "H", "H", "H", "H", "H", "H", "C", "C", "C", "O", "C", "H", "H", "H", "H", "H", "H", "H", "H", "C", "C", "C", "O", "C", "H", "H", "H", "H", "H", "H", "H", "H", "C", "C", "C", "O", "C", "O", "O", "H", "H", "H", "H", "H", "H", "C", "C", "C", "O", "C", "O", "O", "H", "H", "H", "H", "H", "H", "C", "C", "C", "O", "C", "O", "O", "H", "H", "H", "H", "H", "H", "C", "C", "C", "O", "C", "O", "O", "H", "H", "H", "H", "H", "H", "C", "C", "C", "O", "C", "O", "O", "H", "H", "H", "H", "H", "H", "C", "C", "C", "O", "C", "O", "O", "H", "H", "H", "H", "H", "H", "C", "C", "C", "O", "C", "O", "O", "H", "H", "H", "H", "H", "H"], "positions_angstrom": [[2.0254, -3.4901, -3.1749], [1.9566, -4.8333, -2.4858], [1.8962, -4.5549, -0.9731], [1.3891, -3.2052, -0.9769], [2.0617, -2.5145, -2.0083], [1.0959, -3.2977, -3.7062], [2.8531, -3.4175, -3.8801], [2.7988, -5.5140, -2.6627], [1.0797, -5.3843, -2.8201], [2.8087, -4.5721, -0.3846], [1.1351, -5.2087, -0.5637], [3.0212, -2.0983, -1.6780], [1.4608, -1.6310, -2.2383], [0.9657, 0.2405, 0.8504], [0.2685, 0.3849, -0.4865], [-1.1661, 0.6221, -0.0489], [-1.3230, -0.3243, 0.9910], [-0.0891, -0.5397, 1.6509], [1.2325, 1.2075, 1.3008], [1.9127, -0.3068, 0.7646], [0.2788, -0.6057, -0.9519], [0.6837, 1.0948, -1.2006], [-1.8905, 0.4992, -0.8476], [-1.2644, 1.6018, 0.4543], [0.1519, -1.6029, 1.7064], [-0.1282, -0.1572, 2.6767], [-1.6947, 5.9998, 0.5556], [-2.9694, 6.4744, -0.1820], [-3.3813, 5.1539, -0.8594], [-3.1288, 4.1232, 0.1055], [-1.9268, 4.5010, 0.8048], [-1.3555, 6.5936, 1.3985], [-0.9087, 6.0279, -0.2095], [-2.6636, 7.2249, -0.9123], [-3.7852, 6.9022, 0.3997], [-2.7730, 5.0237, -1.7686], [-4.4328, 5.0878, -1.1331], [-1.0684, 3.9553, 0.4084], [-2.1645, 4.4183, 1.8698], [1.9469, 4.5972, 0.0058], [3.1948, 4.0863, -0.6470], [3.9530, 3.0036, 0.1672], [3.7159, 1.7654, -0.5010], [3.0957, 2.0006, -1.6988], [2.9676, 1.1827, -2.5370], [2.7044, 3.2795, -1.7690], [2.1745, 5.2440, 0.8502], [1.4370, 3.7427, 0.4691], [1.2840, 4.9554, -0.7742], [3.8456, 4.8570, -1.0431], [3.7633, 2.9695, 1.2434], [5.0385, 3.2022, 0.1594], [6.5304, -0.1193, 0.0280], [5.4107, -0.9368, -0.6058], [5.5306, -1.0775, -2.1417], [5.5882, -2.4769, -2.3614], [5.6647, -3.1439, -1.1879], [5.8321, -4.2852, -1.0415], [5.4508, -2.2851, -0.1639], [6.4993, 0.9411, -0.2099], [7.4736, -0.5681, -0.2846], [6.3940, -0.1964, 1.1086], [4.4498, -0.5408, -0.2704], [6.4831, -0.6446, -2.4546], [4.7402, -0.5606, -2.6738], [-2.2019, -5.0829, 5.7721], [-1.9047, -5.3820, 4.3258], [-2.6102, -4.4196, 3.3370], [-1.5909, -4.1041, 2.4189], [-0.3901, -4.4902, 2.8946], [0.6402, -4.3637, 2.3294], [-0.5228, -5.1533, 4.0718], [-2.1476, -4.0421, 6.0690], [-1.6216, -5.7595, 6.4107], [-3.2111, -5.4477, 6.0289], [-2.1371, -6.4348, 4.1592], [-3.0254, -3.5426, 3.8243], [-3.4309, -4.9595, 2.8666], [-5.7369, 0.0663, -3.8408], [-5.4186, 0.5136, -2.4299], [-6.7078, 0.7438, -1.5930], [-6.4666, -0.0842, -0.4061], [-5.2681, -0.7121, -0.4871], [-4.7810, -1.3526, 0.3414], [-4.6560, -0.4553, -1.6735], [-6.3780, -0.8130, -3.7994], [-4.8694, 0.0897, -4.4939], [-6.3555, 0.8566, -4.2961], [-4.8532, 1.4501, -2.5162], [-7.6063, 0.3601, -2.0634], [-6.7038, 1.7744, -1.2485], [-5.3355, 2.3627, 2.5004], [-3.9951, 1.6358, 2.4343], [-2.9585, 2.1655, 3.4650], [-2.2296, 0.9869, 3.7953], [-3.0261, -0.0815, 3.5696], [-2.6752, -1.1523, 3.7572], [-4.1234, 0.2704, 2.8615], [-5.6125, 2.6513, 3.5091], [-6.1198, 1.6414, 2.2065], [-5.4521, 3.1080, 1.7153], [-3.5581, 1.6078, 1.4350], [-3.4492, 2.6373, 4.3108], [-2.2362, 2.8179, 2.9881], [2.3720, -1.7378, 4.1589], [3.1446, -2.5555, 3.1807], [4.5092, -1.9717, 2.7752], [5.3705, -3.1140, 2.7529], [4.8022, -4.1137, 3.4489], [5.3464, -5.0677, 3.7851], [3.5186, -3.8203, 3.7197], [2.9366, -1.5469, 5.0683], [1.4233, -2.2019, 4.4059], [2.1999, -0.8094, 3.6044], [2.5281, -2.7256, 2.2960], [4.9166, -1.2461, 3.4967], [4.5994, -1.5198, 1.8010], [0.4709, 0.1975, -5.8430], [-0.1141, 1.2541, -4.9479], [0.0158, 2.6861, -5.4951], [-1.3342, 3.2067, -5.4390], [-2.2116, 2.2160, -5.1911], [-3.3765, 2.3233, -5.2240], [-1.5689, 1.0804, -4.8981], [0.0020, 0.1969, -6.8253], [0.2893, -0.8044, -5.4374], [1.5604, 0.2601, -5.8487], [0.2089, 1.1319, -3.9121], [0.2828, 2.6508, -6.5515], [0.7039, 3.2540, -4.8799]]}